# 1
52
Properties=species:S:1:pos:R:3 method="wB97M-V/def2-TZVPD" charge=0 homo_energy_ev=-9.01
C 0.1554 0.0688 0.1117
C 1.3054 -0.7100 -0.5283
S 2.1428 0.2659 -1.8077
C -0.6094 -0.7841 1.0849
N -0.6073 -0.4952 2.3782
O -1.1893 -1.8322 0.7094
H 0.5124 0.9778 0.6092
H -0.5251 0.4328 -0.6715
H 2.0427 -0.9808 0.2253
H 0.9407 -1.6487 -0.9299
H 1.2933 0.0348 -2.8290
H -1.0984 -1.0778 3.0344
H -0.2894 0.3961 2.7470
H -1.0684 0.0006 -3.3905
H -0.6828 -1.4551 -3.0071
O -0.4127 -0.7094 -3.5874
H 2.9605 -0.5933 2.1999
H 4.1192 0.2177 1.6233
O 3.3117 0.3355 2.1358
H 2.7024 3.1849 1.3803
H 2.3937 1.7229 1.8217
O 1.9726 2.6193 1.6557
H -3.0808 -0.4708 -0.4218
H -3.3806 0.9921 -0.0977
O -3.5123 0.3066 -0.7969
H -1.2374 -2.3501 -0.9407
H -2.0303 -3.1529 -2.0604
O -1.2050 -2.7021 -1.8623
H 0.9806 -4.1000 0.0727
H 0.0016 -3.1445 0.8337
O 0.7995 -3.6786 0.9417
H -3.0054 2.3169 1.8526
H -1.8879 2.6888 0.8506
O -2.7479 2.2042 0.9296
H 0.1040 -3.8403 -1.8194
H 1.5836 -4.1563 -2.2567
O 0.8781 -4.4345 -1.6693
H 2.0592 -2.7894 1.6703
H 2.9679 -2.7916 2.9273
O 2.8006 -2.3015 2.1128
H 0.7223 2.6539 3.0297
H -0.6470 3.2812 2.8847
O -0.1970 2.5633 3.3436
H 0.4583 3.2324 0.8693
H -0.4286 3.5179 -0.4107
O -0.4257 3.5579 0.5733
H -2.8747 1.5721 -3.4997
H -2.7000 0.9570 -2.0631
O -2.2001 1.3013 -2.8581
H -1.1215 2.6059 -2.4481
H 0.3932 2.9538 -2.5262
O -0.4364 3.2371 -2.1263

# 2
14
Properties=species:S:1:pos:R:3 method="wB97M-V/def2-TZVPD" smiles="[H]/N=C1/[C@H]2O[C@H]2CN1S" charge=0 homo_energy_ev=-9.29
C 0.2429 1.3199 0.5733
C -0.7057 1.7088 -0.6286
C -1.1167 0.4352 -1.2822
C -0.4013 -0.7142 -0.6211
H 1.0933 -0.8206 2.5074
H -0.3958 1.1235 1.6277
H 1.1911 2.0022 0.6286
H -1.0453 2.5125 -1.2057
H -1.4988 0.3488 -2.3370
H 0.2581 -2.4036 -0.4470
N 0.6511 -0.0945 0.1497
N -0.5665 -1.8887 -0.9591
O -1.8696 0.9972 -0.2250
S 1.6654 -0.8348 1.1527

# 3
25
Properties=species:S:1:pos:R:3 method="wB97M-V/def2-TZVPD" smiles="C=C[Si@H](C[NH3+])c1ccccc1" charge=+1 homo_energy_ev=-12.92
C 3.4962 0.5420 0.1288
C 3.0446 0.6273 -1.1849
C 2.6006 0.2935 1.1606
C 1.6687 0.4164 -1.3919
C 1.2290 0.1920 0.9351
C 0.7702 0.2610 -0.3639
C -3.3570 1.7663 0.4217
C -2.3333 1.6142 -0.4173
C -1.8751 -1.4323 0.1306
N -0.6517 -2.1681 0.5992
Si -1.3084 0.1331 -0.9220
H 4.4954 0.7358 0.3059
H 3.8769 0.8868 -1.8615
H 3.1570 0.2373 2.0574
H 1.1331 0.3811 -2.2742
H 0.4262 0.0905 1.6367
H -3.9524 2.7480 0.6229
H -3.4956 0.8269 1.1123
H -1.9589 2.4426 -0.9515
H -2.5307 -2.1128 -0.3559
H -2.3739 -1.3569 1.1159
H 0.1579 -1.5299 0.4695
H -0.6673 -2.5713 1.4738
H -0.1906 -2.6625 -0.1508
H -1.3608 -0.3610 -2.2963

# 4
25
Properties=species:S:1:pos:R:3 method="wB97M-V/def2-TZVPD" charge=+1 homo_energy_ev=-13.58
C 2.4095 4.0946 0.2555
C -0.4287 0.0832 -1.4804
C -2.8872 -2.7737 0.1539
C 2.5632 0.2148 -0.8540
C -0.6583 -0.0301 1.3070
C -1.2749 -1.4247 1.2559
C 0.2539 0.1242 -0.2070
O -1.9937 -1.7056 0.0214
O 1.4499 0.1787 0.0823
O 1.8743 3.1206 -0.2948
H 3.0416 4.0524 1.2321
H 2.2188 5.0446 -0.1562
H -1.3785 -0.5616 -1.3849
H 0.1109 -0.0607 -2.3865
H -1.0342 0.9833 -1.6226
H -3.3365 -2.8940 -0.8316
H -3.6960 -2.4550 0.7243
H -2.3211 -3.6007 0.4389
H 3.2619 0.9353 -0.4869
H 2.5157 0.4335 -1.9717
H 3.0036 -0.8154 -0.6610
H -1.4206 0.7192 1.3115
H 0.2046 0.0632 1.9262
H -0.5156 -2.1776 1.5735
H -1.9627 -1.5486 2.0548

# 5
18
Properties=species:S:1:pos:R:3 method="wB97M-V/def2-TZVPD" charge=0 multiplicity=2 homo_energy_ev="-9.65 / -9.52" s_squared=0.75
C -0.9696 0.9038 -0.0257
N -1.0695 -0.1164 0.9886
C -1.6436 -0.1972 2.2353
O -1.7606 -1.3296 2.7195
C 0.3058 1.7098 0.1006
C 1.4962 0.9070 -0.4074
S 1.4881 0.4786 -2.1829
H -1.0939 0.5423 -1.0534
H -1.8753 1.5927 0.0444
H -0.9286 -1.0595 0.5525
H -2.0875 0.8248 2.5347
H 0.3676 2.7213 -0.3652
H 0.4651 1.7999 1.2079
H 2.3631 1.5934 -0.3884
H 1.6290 0.0008 0.3125
H 0.1636 -1.6440 -1.3264
H 1.2629 -2.6315 -0.9687
O 0.2954 -2.4857 -0.7147

# 6
52
Properties=species:S:1:pos:R:3 method="wB97M-V/def2-TZVPD" smiles="CCc1ccccc1NC(=O)CSc1nc2ccccc2n1CC(=O)N(C)C" charge=0 homo_energy_ev=-8.24
C 0.2732 -5.0729 1.2339
H 0.3550 -4.1418 1.7894
H -0.1971 -5.8162 1.8738
H 1.2770 -5.4138 0.9862
C -0.5500 -4.8751 -0.0404
C 0.0883 -3.8658 -0.9510
C 0.6956 -4.2800 -2.1308
C 1.3498 -3.3914 -2.9637
C 1.4149 -2.0512 -2.6234
C 0.8144 -1.6128 -1.4596
C 0.1458 -2.5083 -0.6306
N -0.4285 -1.9804 0.5513
C -1.7363 -1.9966 0.8696
O -2.6045 -2.6222 0.2996
C -2.0529 -1.1148 2.0794
H -3.0462 -1.3553 2.4555
H -1.3018 -1.1969 2.8629
S -2.1321 0.6374 1.5856
C -0.4453 1.0538 1.6253
N 0.5228 0.2430 1.9636
C 1.6724 0.9901 1.8591
C 2.9938 0.6306 2.0835
C 3.9574 1.5985 1.8847
C 3.6258 2.8891 1.4740
C 2.3151 3.2636 1.2459
C 1.3434 2.2992 1.4420
N -0.0312 2.3206 1.3334
C -0.8402 3.2953 0.6677
H -0.3563 4.2721 0.7413
H -1.8226 3.3335 1.1470
C -0.9810 2.8765 -0.8104
O -0.3195 1.9599 -1.2535
N -1.8587 3.5867 -1.5429
C -2.6874 4.6399 -1.0068
H -3.1271 5.1896 -1.8367
H -2.1017 5.3377 -0.4087
H -3.4979 4.2392 -0.3906
C -2.1169 3.1880 -2.9099
H -3.1556 2.8725 -3.0237
H -1.9130 4.0164 -3.5907
H -1.4605 2.3537 -3.1481
H 2.0686 4.2637 0.9218
H 4.4136 3.6127 1.3272
H 4.9962 1.3530 2.0473
H 3.2463 -0.3691 2.3981
H 0.1449 -1.2871 1.0430
H 0.8425 -0.5656 -1.1934
H 1.9254 -1.3470 -3.2632
H 1.8123 -3.7451 -3.8735
H 0.6572 -5.3274 -2.3952
H -1.5580 -4.5499 0.2192
H -0.6294 -5.8295 -0.5648

# 7
96
Properties=species:S:1:pos:R:3 method="wB97M-V/def2-TZVPD" charge=-1 multiplicity=4 homo_energy_ev="-5.75 / -6.39" s_squared=3.77
Re -0.7847 -0.1678 -0.1016
C -2.8402 1.3005 2.8978
Si -2.8076 -0.5412 2.5203
C -4.3118 -0.9524 1.4593
C -3.1350 -1.3521 4.1952
C -1.2037 -1.1888 1.7246
Si 0.2562 -1.0403 2.9583
C 1.9647 -1.2646 2.2282
C 0.2189 0.5530 3.9409
C 0.1209 -2.4273 4.2436
Si -1.4441 -2.9587 1.2073
C 0.1120 -3.9505 0.8867
C -2.5361 -4.1096 2.2150
C -2.3198 -2.7864 -0.4827
C -3.1009 -3.7706 -1.0766
C -3.6778 -3.5543 -2.3161
C -3.4529 -2.3462 -2.9543
C -2.6660 -1.4014 -2.3274
N -2.1227 -1.6067 -1.1200
H -2.9793 1.4617 3.9696
H -3.6686 1.7746 2.3690
H -1.9279 1.8066 2.5906
H -5.1994 -0.5616 1.9660
H -4.4632 -2.0252 1.3169
H -4.2572 -0.4783 0.4788
H -4.1596 -1.0907 4.4790
H -2.4741 -0.9404 4.9605
H -3.0485 -2.4372 4.2158
H 2.0727 -0.8765 1.2207
H 2.2576 -2.3172 2.2272
H 2.6677 -0.7210 2.8663
H 0.2739 1.4218 3.2857
H 1.1039 0.5657 4.5838
H -0.6605 0.6432 4.5811
H 0.1644 -3.4217 3.7942
H -0.7720 -2.3738 4.8683
H 0.9924 -2.3398 4.9004
H 0.4714 -4.4031 1.8136
H 0.9223 -3.3596 0.4628
H -0.1174 -4.7665 0.1949
H -2.1052 -4.2709 3.2052
H -2.5593 -5.0813 1.7126
H -3.5617 -3.7623 2.3395
H -3.2540 -4.7068 -0.5555
H -4.2902 -4.3171 -2.7805
H -3.8756 -2.1268 -3.9243
H -2.4672 -0.4472 -2.7922
O 0.7083 3.2697 -0.0112
S -0.3802 3.7456 1.0253
O 0.0912 4.9593 1.7064
O 0.3661 1.0464 0.7220
C -1.5335 4.4123 -0.2259
C -1.6375 5.7913 -0.2451
C -2.5232 6.4326 -1.0976
C -3.3472 5.6886 -1.9240
C -3.2666 4.3049 -1.9056
C -2.3584 3.6637 -1.0680
S -2.3394 1.8945 -1.2412
O -3.5097 1.5643 -2.0064
O -1.0559 1.4396 -1.8254
O -2.3511 1.2675 0.1275
H -1.0029 6.3452 0.4356
H -2.5763 7.5141 -1.1031
H -4.0559 6.1752 -2.5812
H -3.9029 3.7064 -2.5385
F 1.8861 1.5263 -1.0330
B 1.3952 1.9332 0.2137
F 2.4398 2.0748 1.1372
C 5.5046 2.7562 0.3006
C 5.3852 1.8425 -0.8845
C 5.4149 0.4566 -0.7112
C 5.2373 -0.4016 -1.7789
C 5.0290 0.1284 -3.0493
C 5.0022 1.4986 -3.2460
C 5.1915 2.3454 -2.1626
S 4.6575 -0.9593 -4.3877
O 4.4974 -0.1527 -5.5663
O 5.5795 -2.0591 -4.3694
N 3.1906 -1.5918 -4.0353
C 2.0924 -0.6424 -3.8394
C 0.9385 -1.3323 -3.1197
C 1.3599 -1.7855 -1.7323
O 2.2797 -2.5739 -1.5871
O 0.7301 -1.2651 -0.7282
H 6.3597 2.4842 0.9230
H 4.6067 2.6777 0.9127
H 5.6165 3.7945 -0.0086
H 5.5475 0.0510 0.2860
H 5.2424 -1.4739 -1.6308
H 4.8283 1.8875 -4.2400
H 5.1584 3.4178 -2.3112
H 3.2525 -2.2371 -3.2472
H 1.7610 -0.2773 -4.8108
H 2.4126 0.2223 -3.2457
H 0.6208 -2.2167 -3.6787
H 0.1024 -0.6321 -3.0614

# 8
90
Properties=species:S:1:pos:R:3 method="wB97M-V/def2-TZVPD" charge=+1 multiplicity=2 homo_energy_ev="-7.24 / -7.24" s_squared=0.76
Ti 0.5617 0.4066 -1.6741
C 0.2016 2.5903 -2.3947
C 0.0907 1.6235 -3.4709
C -1.6249 1.2275 -1.9207
C -0.8350 2.3181 -1.4300
C -1.0663 0.7907 -3.1803
C 1.1335 3.7442 -2.3602
H 2.0738 3.5257 -2.8781
H 1.3709 4.0450 -1.3325
H 0.6798 4.6144 -2.8537
C -1.1974 3.1170 -0.2311
H -0.3588 3.7278 0.1153
H -1.5559 2.4710 0.5831
H -2.0269 3.8014 -0.4779
C -2.9085 0.7765 -1.3268
H -3.7378 1.4625 -1.5913
H -2.8357 0.7730 -0.2293
H -3.1828 -0.2246 -1.6888
C -1.6100 -0.2880 -4.0375
H -2.2515 0.1532 -4.8117
H -2.2268 -0.9842 -3.4580
H -0.8162 -0.8514 -4.5401
C 0.9749 1.4915 -4.6527
H 0.5321 1.9536 -5.5474
H 1.1563 0.4374 -4.9023
H 1.9519 1.9603 -4.4885
C 3.6011 -1.6370 1.4029
C 4.2833 -0.8132 0.5830
C 5.2222 -1.2216 -0.5074
C 4.8785 -2.5713 -1.2000
C 3.4240 -2.8287 -1.4649
C 2.6293 -3.6097 -0.7042
C 2.8365 -4.0079 0.7232
C 3.8031 -3.1153 1.5465
H 6.2539 -1.3168 -0.1212
H 5.3332 -3.3905 -0.6270
H 5.2700 -0.4046 -1.2458
H 4.8386 -3.4255 1.3435
H 2.9841 -1.1832 2.1900
H 4.3409 0.2517 0.8615
H 3.6471 -3.3741 2.6086
H 1.8546 -4.0565 1.2227
H 1.8105 -4.1804 -1.1620
H 3.2161 -5.0471 0.7635
H 5.4059 -2.5789 -2.1691
H 3.0959 -2.6007 -2.4867
P 1.3387 0.6458 0.5297
C 1.9448 1.2481 2.1059
C 2.5891 0.9379 -0.9058
P -0.2933 -1.8140 -0.9464
C 1.1544 -1.1981 0.2135
C 0.4642 -2.3862 -2.5498
C -0.8304 -3.2856 -0.0847
H 1.2077 1.0943 2.9123
H 2.0823 2.3445 2.0194
H 2.9072 0.8230 2.4341
H 3.1336 0.0596 -1.2513
H 3.2732 1.7103 -0.5367
H 2.1352 1.4539 -1.7961
H 0.0053 -3.8662 0.3487
H -1.4034 -3.9151 -0.7863
H -1.5091 -2.9849 0.7286
H 0.9890 -1.7293 1.1556
H 2.0604 -1.5674 -0.2557
H -0.3141 -2.3332 -3.3233
H 0.7768 -3.4344 -2.4800
H 1.3233 -1.8076 -2.9364
C -0.5995 -0.6002 4.3616
C -0.9597 -1.1899 3.1460
C -1.8114 -0.5191 2.2770
C -2.4199 0.7115 2.6437
C -2.0700 1.2640 3.9029
C -1.1385 0.6401 4.7276
N -3.2455 1.3578 1.7532
C -4.4888 1.7919 2.0818
C -5.0811 2.8448 1.3188
C -6.3465 3.3213 1.6411
C -7.0879 2.7298 2.6828
C -6.5375 1.6752 3.4192
C -5.2483 1.2243 3.1491
H 0.1104 -1.1058 5.0137
H -0.5923 -2.1838 2.8885
H -2.0871 -0.9338 1.3056
H -2.5409 2.2033 4.1896
H -0.8558 1.1103 5.6682
H -4.4932 3.2510 0.4969
H -6.7627 4.1536 1.0749
H -8.0884 3.0974 2.9229
H -7.1031 1.1938 4.2233
H -4.8085 0.4158 3.7394